A cluster of 2 separate species, CH4N2O2 in total at a distorted geometry. Source: the OMol25 dataset; level of theory: ωB97M-V/def2-TZVPD.

Properties
Kohn-Sham gap (spin up / spin down) ... 9.498 / 8.219 eV
HOMO energy (spin up / spin down) ... -10.00 / -9.04 eV
Energy above the lowest of the compared OMol25 structures with the same formula, charge and spin ... 133.0 kcal per mole

Last column: natural (NBO) charge in e.
Element x y z (Å)
C -0.106422 0.061486 -1.391243  -0.27
N 0.587041 0.131545 2.262972  -0.36
N -0.209513 -0.119139 1.433098  0.50
O -1.206723 -0.601673 1.127650  -0.24
O 0.807857 0.331656 -0.420270  -0.57
H -0.564375 0.992561 -2.048104  0.16
H -0.929622 -0.423429 -0.716827  0.21
H 0.103103 -0.791575 -2.033325  0.17
H 1.518654 0.418567 1.786050  0.41

Cartesian forces, eV/Å:
C -1.95 0.90 0.54
N 2.73 0.71 1.41
N 2.16 0.44 -3.40
O -2.36 -0.63 0.34
O -0.51 0.04 0.30
H 1.14 -2.09 1.80
H 0.06 0.84 -1.34
H 0.60 0.03 -0.38
H -1.87 -0.22 0.72